DFT (the ωB97M-V functional and the def2-TZVPD basis) results for an isolated molecule of C22H30N4O4.

Properties
Energy above the lowest of the compared OMol25 structures with the same formula, charge and spin, eV: 2.524
2S+1: 1
E, eV: -37452.21747
Frontier orbital gap, eV: 8.69
HOMO energy, eV: -8.1470
LUMO energy, eV: 0.55
F_max, eV Å⁻¹: 1.1

Positions of all 60 atoms, in Å:
C1 1.7456 3.1365 6.1540
C2 1.2590 1.7556 5.7388
O1 1.3551 1.5735 4.3259
C3 2.5462 1.2073 3.8395
O2 3.5079 1.0059 4.5376
C4 2.5702 1.0601 2.3302
C5 1.6526 -0.0737 1.8456
C6 0.1803 0.3461 1.8232
N1 -0.0728 1.5558 1.0584
C7 0.0926 1.3846 -0.3846
C8 -0.8398 0.3502 -0.9063
C9 -0.6254 -0.8213 -1.6234
C10 0.7103 -1.3533 -1.9641
O3 1.7117 -0.8720 -1.4379
N2 0.8210 -2.3819 -2.8326
C11 -0.2126 -2.9788 -3.6461
C12 0.0904 -2.6905 -5.1217
O4 1.3681 -3.1611 -5.4879
C13 2.3727 -2.5721 -4.6921
C14 2.1405 -2.8536 -3.2047
N3 -1.8136 -1.4150 -1.9169
C15 -2.7513 -0.6479 -1.3966
C16 -4.1535 -0.8116 -1.4116
C17 -4.7312 -1.9969 -2.1114
C18 -4.9051 0.1407 -0.7790
C19 -4.2984 1.2401 -0.1310
C20 -2.9476 1.3843 -0.1282
N4 -2.1910 0.4546 -0.7634
C21 0.7184 2.6483 1.5921
C22 2.2266 2.3742 1.6120
H1 1.1903 3.9077 5.6247
H2 1.6048 3.2673 7.2230
H3 2.8030 3.2396 5.9229
H4 0.2000 1.6235 5.9716
H5 1.8514 0.9812 6.2369
H6 3.6066 0.7932 2.0944
H7 1.7719 -0.9474 2.4888
H8 1.9560 -0.3587 0.8362
H9 -0.4191 -0.4645 1.4008
H10 -0.1700 0.5376 2.8408
H11 -0.1493 2.3505 -0.8486
H12 1.1069 1.0986 -0.6840
H13 -1.1844 -2.5824 -3.3568
H14 -0.1944 -4.0628 -3.4838
H15 -0.6206 -3.2066 -5.7685
H16 0.0251 -1.6056 -5.3006
H17 3.3182 -3.0031 -5.0249
H18 2.3906 -1.4834 -4.8559
H19 2.8790 -2.3346 -2.5929
H20 2.1952 -3.9320 -3.0217
H21 -4.5550 -1.9160 -3.1831
H22 -5.8001 -2.0709 -1.9310
H23 -4.2376 -2.9040 -1.7697
H24 -5.9809 0.0534 -0.7645
H25 -4.9143 1.9689 0.3699
H26 -2.4192 2.1808 0.3693
H27 0.5183 3.5458 0.9989
H28 0.3662 2.8254 2.6113
H29 2.7418 3.2084 2.0924
H30 2.5930 2.3021 0.5862

Force components x, y, z for each atom (eV/Å):
C -0.05 -0.31 -0.26
C 0.15 0.07 0.57
O -0.31 0.10 -0.17
C 0.57 -0.19 -0.31
O 0.01 0.03 0.16
C 0.12 -0.04 -0.02
C -0.14 0.13 0.06
C -0.03 -0.29 0.13
N -0.16 0.03 -0.11
C 0.10 0.10 0.08
C 0.92 -0.20 -0.32
C -0.59 0.79 0.50
C 0.33 -0.20 -0.03
O 0.05 0.17 0.10
N 0.09 -0.10 -0.01
C -0.36 0.00 -0.63
C -0.24 -0.11 0.29
O 0.06 -0.10 -0.16
C 0.12 -0.04 0.30
C 0.39 0.14 -0.17
N -0.44 -0.16 0.07
C 0.33 0.04 0.02
C -0.50 0.25 0.20
C 0.09 0.06 0.01
C 0.19 -0.41 -0.24
C 0.37 0.19 0.05
C -0.67 0.60 0.35
N -0.07 -0.69 -0.37
C 0.07 0.28 0.03
C -0.21 -0.03 0.10
H -0.06 0.09 0.00
H -0.01 0.05 0.12
H 0.07 0.03 0.03
H 0.13 -0.03 -0.04
H -0.18 0.09 -0.07
H -0.17 0.06 0.15
H 0.02 -0.08 -0.03
H 0.03 -0.04 0.04
H -0.01 0.00 0.08
H -0.03 -0.12 -0.10
H 0.05 -0.02 0.00
H -0.19 0.10 -0.05
H 0.21 -0.25 -0.20
H -0.05 0.04 -0.01
H -0.03 0.07 0.05
H -0.02 -0.07 0.01
H -0.01 0.08 0.06
H 0.03 -0.07 0.02
H -0.06 -0.13 -0.09
H 0.01 0.05 -0.01
H -0.01 -0.07 -0.09
H -0.06 -0.02 0.00
H -0.01 -0.12 -0.02
H -0.11 -0.06 -0.02
H 0.04 0.11 0.07
H 0.06 -0.01 0.02
H -0.01 0.00 0.05
H 0.04 0.12 -0.12
H 0.05 0.05 -0.07
H 0.07 0.03 0.00